[1]
{"formula": "C21H36CsF13InKNO5S", "method": "ωB97M-V/def2-TZVPD", "species": ["C", "C", "C", "C", "C", "C", "C", "C", "C", "O", "C", "In", "C", "C", "C", "F", "F", "C", "F", "F", "C", "F", "F", "C", "F", "F", "S", "F", "F", "F", "F", "F", "C", "H", "H", "H", "H", "H", "H", "H", "H", "H", "H", "H", "H", "H", "H", "H", "H", "H", "H", "H", "H", "H", "C", "C", "C", "O", "C", "N", "H", "H", "H", "H", "H", "H", "H", "H", "H", "H", "H", "H", "O", "H", "K", "Cs", "O", "H", "O", "H"], "coordinates": [[0.426, -5.443, 0.476], [-0.417, -4.386, 1.264], [-0.877, -4.648, 2.630], [-1.651, -3.600, 3.312], [-2.021, -2.329, 2.691], [-2.841, -1.197, 3.385], [-1.864, 0.069, 3.496], [-3.308, -1.530, 4.861], [-1.590, -2.079, 1.292], [-1.935, -0.913, 0.642], [-2.504, -1.246, -0.677], [-3.558, 0.537, -1.658], [-2.358, 0.895, -3.566], [-2.741, 2.333, -4.143], [-1.735, 2.772, -5.326], [-0.905, 1.693, -5.528], [-2.569, 3.026, -6.422], [-1.000, 4.064, -4.827], [-2.009, 4.996, -4.578], [-0.376, 3.908, -3.603], [-0.057, 4.787, -5.890], [0.394, 5.928, -5.200], [-0.860, 5.279, -6.869], [1.240, 4.010, -6.321], [2.297, 4.904, -6.239], [1.579, 3.033, -5.415], [1.324, 3.250, -8.037], [1.106, 4.658, -8.802], [-0.230, 2.817, -8.085], [1.654, 1.760, -7.400], [2.972, 3.490, -8.045], [1.510, 2.541, -9.554], [-0.779, -3.122, 0.632], [1.451, -5.053, 0.247], [-0.111, -5.690, -0.470], [0.555, -6.341, 1.142], [-0.620, -5.625, 3.113], [-1.970, -3.840, 4.358], [-3.756, -0.956, 2.790], [-2.166, 0.706, 4.376], [-0.840, -0.349, 3.739], [-1.828, 0.664, 2.548], [-3.381, -2.618, 5.097], [-4.337, -1.105, 5.044], [-2.639, -0.987, 5.587], [-1.757, -1.658, -1.404], [-3.301, -2.028, -0.488], [-3.462, 1.987, -0.565], [-5.258, 0.065, -1.997], [-1.286, 0.886, -3.213], [-2.559, 0.094, -4.316], [-3.768, 2.204, -4.575], [-2.701, 3.025, -3.270], [-0.413, -2.946, -0.405], [3.553, 0.791, 5.671], [2.188, 0.121, 5.594], [2.011, -1.035, 6.586], [2.736, -2.184, 6.138], [4.052, -2.320, 6.706], [2.025, -0.453, 4.210], [4.348, 0.160, 5.267], [3.555, 1.720, 5.096], [3.804, 1.038, 6.703], [1.400, 0.864, 5.730], [0.957, -1.325, 6.597], [2.273, -0.749, 7.606], [4.141, -1.840, 7.680], [4.785, -1.901, 6.014], [4.265, -3.381, 6.818], [2.330, 0.179, 3.466], [1.050, -0.734, 4.026], [2.579, -1.322, 4.160], [-0.234, -1.693, -5.878], [-0.061, -0.767, -5.695], [1.389, 0.932, -11.212], [3.416, -4.122, 5.426], [6.530, -2.307, 8.923], [6.370, -1.372, 9.068], [-1.110, 5.661, -10.606], [-0.521, 5.347, -9.926]], "mulliken_charge": [-1.15, 0.75, -1.14, -0.49, 0.50, 0.83, -0.42, -1.37, 0.30, -0.28, -1.07, 0.77, -0.94, -1.20, 1.08, -0.22, -0.33, 0.49, -0.32, -0.31, 0.62, -0.34, -0.21, 0.45, -0.27, -0.22, 1.19, -0.23, -0.24, -0.31, -0.33, -0.31, -0.51, 0.29, 0.31, 0.30, 0.27, 0.08, 0.45, 0.48, -0.60, 0.37, 0.37, 0.30, 0.23, 0.31, 0.34, -0.40, -0.38, 0.27, 0.47, 0.32, 0.35, 0.30, -1.47, 0.26, -0.74, -0.47, -0.96, -0.09, 0.38, 0.43, 0.40, 0.35, 0.39, 0.43, 0.41, 0.34, 0.48, 0.42, -0.21, 0.36, -1.10, 0.17, 0.98, 0.85, -1.00, 0.12, -1.09, 0.15], "total_charge": -1, "lumo_energy_ev": -1.13, "mol_weight_g_mol": 948.4, "gap_ev": 1.4, "energy_ha": -3758.5608, "homo_ev": -2.5}

=====

[2]
{"formula": "C21H36F6N2O5PSiTe4W", "method": "ωB97M-V/def2-TZVPD", "species": ["W", "C", "C", "C", "C", "C", "C", "N", "N", "Si", "C", "C", "C", "H", "H", "H", "H", "H", "H", "H", "H", "H", "H", "H", "H", "H", "H", "H", "Te", "Te", "Te", "Te", "C", "C", "C", "C", "O", "P", "O", "O", "O", "C", "C", "C", "C", "H", "H", "H", "H", "H", "H", "H", "H", "H", "H", "H", "H", "H", "H", "H", "H", "H", "H", "C", "C", "O", "C", "F", "F", "F", "C", "F", "F", "F", "H", "H", "H"], "coordinates": [[-0.479, -0.896, 0.807], [2.179, 1.447, -1.384], [0.984, 2.027, -0.700], [0.841, 3.401, -0.583], [-0.243, 3.916, 0.119], [-1.184, 3.068, 0.656], [-1.032, 1.694, 0.430], [0.042, 1.205, -0.216], [-1.857, 0.687, 0.867], [-3.598, 0.936, 0.966], [-4.548, -0.426, 0.098], [-4.062, 1.240, 2.751], [-4.143, 2.453, -0.017], [2.595, 2.164, -2.091], [1.945, 0.525, -1.912], [2.953, 1.214, -0.649], [1.591, 4.049, -1.015], [-0.336, 4.986, 0.264], [-1.997, 3.433, 1.262], [-4.089, -1.407, 0.168], [-4.664, -0.167, -0.957], [-5.553, -0.484, 0.526], [-3.662, 2.211, 3.061], [-3.629, 0.473, 3.393], [-5.144, 1.260, 2.905], [-3.650, 2.490, -0.992], [-4.007, 3.418, 0.466], [-5.214, 2.323, -0.201], [2.378, -1.680, 0.206], [3.301, -2.395, -2.152], [0.352, -5.108, -1.115], [0.600, -3.623, 1.003], [-1.934, 0.123, -2.556], [-1.401, -1.278, -2.279], [-0.215, -1.578, -3.168], [-2.500, -2.323, -2.438], [-0.989, -1.311, -0.908], [-1.992, -2.362, 1.987], [-2.002, -3.850, 2.091], [-0.938, -1.549, 2.797], [-3.420, -1.779, 2.486], [-4.431, -2.564, 3.190], [-5.018, -3.636, 2.279], [-3.833, -3.162, 4.458], [-5.511, -1.557, 3.565], [-2.320, 0.159, -3.576], [-1.144, 0.867, -2.455], [-2.744, 0.373, -1.871], [-0.536, -1.564, -4.213], [0.202, -2.557, -2.942], [0.569, -0.833, -3.038], [-2.857, -2.333, -3.470], [-3.340, -2.096, -1.781], [-2.110, -3.310, -2.188], [-4.254, -4.347, 1.978], [-5.455, -3.177, 1.390], [-5.811, -4.164, 2.812], [-3.097, -3.926, 4.218], [-4.631, -3.605, 5.058], [-3.354, -2.378, 5.047], [-5.880, -1.042, 2.679], [-5.128, -0.816, 4.266], [-6.344, -2.082, 4.034], [-0.164, 0.704, 4.194], [1.054, 0.500, 3.289], [0.784, 0.081, 2.007], [2.063, -0.477, 3.961], [2.143, -0.263, 5.290], [1.711, -1.748, 3.788], [3.306, -0.342, 3.469], [1.760, 1.874, 3.128], [2.667, 1.886, 2.149], [0.859, 2.829, 2.837], [2.381, 2.260, 4.262], [-0.514, -0.249, 4.576], [-0.959, 1.148, 3.598], [0.089, 1.368, 5.020]], "mulliken_charge": [0.83, -1.11, 0.50, -0.89, -1.00, -1.11, 0.91, -0.02, -0.17, 0.27, -0.68, -0.99, -1.36, 0.51, -0.27, 0.13, 0.46, 0.40, 0.59, -0.36, 0.65, 0.68, 0.39, -0.08, 0.45, 0.36, 0.39, 0.50, 0.05, -0.47, -0.45, 0.22, -1.02, 1.54, -1.14, -1.31, 1.12, -0.24, -0.94, -0.44, -0.09, 1.64, -1.68, -1.79, -1.47, 0.55, 0.20, -0.14, 0.43, 0.05, 0.11, 0.40, 0.20, 0.16, 0.34, 0.32, 0.45, 0.33, 0.47, 0.31, 0.16, 0.34, 0.54, -1.87, 0.74, 1.31, 0.28, -0.32, -0.11, -0.25, 0.27, -0.24, -0.25, -0.32, 0.42, 0.20, 0.42], "total_charge": -1, "lumo_energy_ev": 1.56, "mol_weight_g_mol": 1263.8, "relative_energy_kcal_mol": 0.00, "gap_ev": 5.8, "energy_ha": -3677.0994, "homo_ev": -4.2}

=====

[3]
{"formula": "C21H36GeNO7SW", "method": "ωB97M-V/def2-TZVPD", "species": ["W", "C", "C", "C", "C", "O", "Ge", "O", "C", "C", "C", "C", "O", "C", "C", "C", "C", "H", "H", "H", "H", "H", "H", "H", "H", "H", "H", "H", "H", "H", "H", "H", "H", "H", "H", "H", "H", "H", "H", "H", "H", "H", "H", "H", "C", "C", "C", "C", "C", "C", "C", "S", "O", "O", "N", "C", "C", "O", "O", "H", "H", "H", "H", "H", "H", "H", "H", "H"], "coordinates": [[-0.599, 0.711, 0.550], [3.144, 2.752, 2.569], [1.619, 2.760, 2.503], [1.027, 1.773, 3.516], [1.096, 4.168, 2.751], [1.232, 2.366, 1.139], [2.377, 1.240, 0.122], [0.509, 1.203, -0.972], [0.572, 1.638, -2.385], [1.381, 0.589, -3.134], [1.254, 3.002, -2.385], [-0.847, 1.725, -2.924], [1.368, -0.173, 1.043], [1.846, -1.557, 1.294], [1.936, -2.312, -0.029], [0.867, -2.209, 2.263], [3.227, -1.412, 1.913], [3.486, 3.080, 3.549], [3.557, 3.424, 1.814], [3.538, 1.743, 2.396], [0.957, 2.230, 4.502], [1.637, 0.874, 3.594], [0.014, 1.496, 3.218], [1.497, 4.550, 3.689], [0.012, 4.159, 2.813], [1.415, 4.830, 1.944], [2.370, 0.487, -2.680], [1.513, 0.880, -4.175], [0.875, -0.376, -3.099], [2.320, 2.898, -2.167], [0.798, 3.638, -1.622], [1.154, 3.482, -3.358], [-1.372, 0.782, -2.777], [-0.833, 1.939, -3.993], [-1.392, 2.521, -2.421], [0.964, -2.391, -0.501], [2.317, -3.318, 0.139], [2.623, -1.795, -0.704], [1.109, -3.262, 2.401], [-0.141, -2.147, 1.866], [0.898, -1.719, 3.237], [3.916, -0.955, 1.197], [3.619, -2.390, 2.184], [3.189, -0.794, 2.812], [-1.721, 7.861, -2.648], [-1.954, 6.684, -1.781], [-1.313, 6.578, -0.517], [-1.573, 5.520, 0.316], [-2.427, 4.513, -0.145], [-3.132, 4.617, -1.362], [-2.865, 5.675, -2.186], [-2.699, 3.014, 0.849], [-2.229, 1.926, -0.167], [-1.579, 2.949, 1.825], [-1.864, -0.005, 1.841], [-2.817, -0.833, 1.268], [-2.243, -0.734, -0.302], [-2.997, -0.532, -1.195], [-0.968, -1.046, -0.301], [-0.922, 8.492, -2.270], [-2.635, 8.463, -2.717], [-1.490, 7.543, -3.668], [-0.623, 7.349, -0.199], [-1.103, 5.438, 1.287], [-3.844, 3.855, -1.655], [-3.364, 5.752, -3.143], [-3.842, -0.455, 1.263], [-2.786, -1.890, 1.553]], "mulliken_charge": [1.04, -1.97, 1.60, -1.28, -1.67, 0.10, -0.20, 0.16, 1.47, -1.52, -1.46, -1.55, 0.32, 1.05, -1.40, -1.44, -1.61, 0.48, 0.40, 0.50, 0.51, 0.13, 0.31, 0.50, 0.25, 0.39, 0.30, 0.48, 0.34, 0.40, 0.22, 0.52, 0.36, 0.55, 0.23, 0.21, 0.53, 0.31, 0.50, 0.24, 0.29, 0.44, 0.54, 0.26, -1.40, 0.93, -0.75, -0.59, 0.81, -0.74, -0.47, 0.33, -0.35, -0.41, -0.16, -0.58, 0.72, -0.42, -0.40, 0.39, 0.37, 0.39, 0.44, 0.47, 0.44, 0.50, 0.32, 0.35], "total_charge": 2, "lumo_energy_ev": [-8.08, -10.47], "mol_weight_g_mol": 703.0, "gap_ev": [7.1, 4.4], "energy_ha": -3944.7781, "multiplicity": 2, "homo_ev": [-15.2, -14.9]}